# 1
The following is a DFT calculation (ωB97M-V with the def2-TZVPD basis set) of a molecular structure, C28H44AgN5O9P2 in a non-equilibrium geometry.

XYZ file:
```
89
Properties=species:S:1:pos:R:3:forces:R:3
Ag -0.77820 1.11430 -0.76094 -0.868 -0.016 0.078
O -2.14329 1.06961 1.28659 -0.241 -0.029 -0.105
C -3.00271 -0.05075 1.54811 0.395 -0.664 -0.231
C -2.54281 -1.26492 0.61059 -0.062 0.608 0.720
O -2.95382 -2.37575 0.89618 -0.434 -0.454 0.297
O -1.80854 -0.95684 -0.35598 0.620 0.377 -0.792
C -4.42371 0.23489 1.15180 -0.260 0.235 -0.039
C -4.71704 1.18650 0.17918 0.255 -0.036 0.057
C -6.03334 1.45926 -0.14731 -0.171 0.091 -0.098
C -7.06610 0.77905 0.47353 -0.043 0.046 -0.058
C -6.77509 -0.20254 1.40554 -0.061 -0.059 0.035
C -5.46356 -0.47801 1.74066 0.084 0.058 -0.030
C -2.85489 -0.32809 3.03543 0.048 -0.104 0.066
C -2.18720 -1.43657 3.53452 0.050 -0.012 -0.095
C -1.92096 -1.54675 4.88903 0.103 0.034 0.130
C -2.28409 -0.53493 5.75854 -0.006 -0.044 0.162
C -2.97409 0.56516 5.27691 -0.037 0.156 0.038
C -3.27626 0.65527 3.93083 0.008 -0.087 -0.061
H -2.57137 1.85272 1.65131 0.049 0.084 -0.008
H -3.90876 1.70169 -0.33178 -0.076 -0.007 0.094
H -6.26047 2.20914 -0.89015 0.014 0.082 -0.099
H -8.09277 1.00801 0.22774 -0.077 0.006 -0.038
H -7.57664 -0.75067 1.87659 -0.078 -0.081 0.062
H -5.22914 -1.25059 2.45638 0.000 -0.066 0.103
H -1.87463 -2.21431 2.85766 -0.026 -0.105 -0.084
H -1.40601 -2.41902 5.26631 0.052 -0.083 0.009
H -2.03972 -0.60297 6.80899 -0.011 -0.030 0.085
H -3.26592 1.36129 5.94990 -0.060 -0.017 0.017
H -3.84762 1.50335 3.57351 -0.001 0.081 -0.064
C 4.10816 -0.24869 -4.52279 -0.393 -0.035 0.208
C 2.88156 0.30215 -3.81305 0.327 0.485 -0.603
C 3.07666 1.70959 -3.27008 -0.163 -0.328 0.005
O 2.58733 -0.57824 -2.71501 -0.404 -0.230 0.357
P 1.04191 -0.79463 -2.39619 0.785 -1.246 -0.754
O 0.22183 0.38751 -2.71462 -0.255 0.162 0.154
C 1.11105 -1.44188 -0.71868 0.220 0.993 -0.383
P 1.80568 -0.26315 0.46831 0.927 -1.146 0.897
O 1.24389 1.08969 0.51239 -0.432 0.399 -0.042
O 1.57258 -1.18627 1.74921 0.147 0.277 -1.097
C 1.45048 -0.86257 3.13378 0.034 0.158 1.018
C 0.85268 0.51127 3.39298 0.019 -0.274 -0.210
C 2.81071 -1.03183 3.79967 -0.343 -0.123 -0.244
O 3.36926 -0.03376 0.27220 -0.609 -0.049 0.200
C 4.45423 -0.85307 -0.16302 0.522 -0.335 -0.137
C 5.65636 0.08380 -0.24105 -0.414 -0.202 -0.098
C 4.72731 -2.01680 0.77859 -0.207 0.283 -0.168
O 0.69537 -2.04875 -3.31740 0.504 0.373 0.345
C -0.68557 -2.44829 -3.46323 -0.684 -0.303 -0.255
C -1.25075 -1.81821 -4.72649 0.205 0.036 0.305
C -0.71674 -3.96928 -3.50636 0.125 0.400 0.135
H 4.32936 0.34685 -5.40408 0.059 0.076 -0.072
H 3.92041 -1.27580 -4.82657 0.044 -0.075 -0.075
H 4.96476 -0.23266 -3.85292 0.132 0.020 0.053
H 2.02229 0.29611 -4.49540 0.166 0.002 0.031
H 3.94719 1.74647 -2.61920 0.137 0.022 0.027
H 2.20186 1.98692 -2.68698 -0.054 0.137 -0.005
H 3.20083 2.41194 -4.08976 0.057 0.111 -0.064
H 1.65072 -2.38356 -0.72377 0.178 -0.086 0.019
H 0.07895 -1.60374 -0.39541 -0.209 -0.095 0.068
H 0.76054 -1.62545 3.51865 0.134 0.168 -0.095
H 1.56917 1.28484 3.13472 0.094 0.190 0.002
H 0.58952 0.59765 4.44647 -0.011 -0.044 0.031
H -0.03830 0.65139 2.78779 -0.150 0.076 0.037
H 3.52912 -0.33874 3.36761 0.085 0.118 -0.005
H 3.16746 -2.04772 3.65292 0.124 -0.099 0.016
H 2.72273 -0.84150 4.86428 0.024 0.047 0.172
H 4.20441 -1.23167 -1.15995 0.055 0.054 0.118
H 5.84487 0.51690 0.73896 0.028 0.023 0.087
H 5.45762 0.88914 -0.94244 0.029 0.094 -0.069
H 6.53756 -0.46249 -0.56272 0.132 -0.070 -0.060
H 5.08250 -1.64906 1.73783 -0.010 -0.001 0.153
H 5.49524 -2.65199 0.34470 0.063 -0.093 -0.032
H 3.82632 -2.60385 0.93328 -0.061 -0.151 0.080
H -1.24733 -2.08743 -2.59614 -0.029 -0.043 0.050
H -0.68938 -2.14818 -5.59837 0.051 -0.065 -0.090
H -1.18348 -0.73633 -4.64882 -0.054 0.105 -0.055
H -2.29273 -2.10075 -4.84491 -0.129 -0.031 -0.028
H -0.14336 -4.33180 -4.35640 0.055 -0.035 -0.115
H -1.74297 -4.31412 -3.59612 -0.097 -0.037 0.004
H -0.28768 -4.38000 -2.59615 -0.002 -0.081 0.091
N 0.19193 5.93219 -2.67711 0.196 0.443 -0.975
N 0.03360 5.00310 -1.69742 -0.494 -0.912 1.158
N 0.89640 4.86228 -0.72416 0.557 0.443 0.091
C 0.39780 3.84056 -0.05129 -0.211 0.154 -0.195
N -0.73690 3.39195 -0.61027 0.299 0.347 0.234
N -0.95335 4.14773 -1.65649 -0.247 0.474 -0.935
H 0.81190 6.67001 -2.36131 -0.208 -0.166 0.139
H -0.70206 6.27148 -3.01380 0.054 -0.088 0.246
H 0.84728 3.42322 0.82191 0.140 -0.188 0.177
```
Positions in Å, forces in eV/Å.

Values from the calculation:
Frontier orbital gap in eV: 8.69
Largest force on an atom in eV Å⁻¹: 1.725
E_tot in eV: -78209.34530

Atomic partial charges in e from the Löwdin method, atoms 1 to 6: number 1, Ag, carries 0.7406; number 2, O, carries -0.0707; number 3, C, carries -0.3219; number 4, C, carries -0.6142; number 5, O, carries 0.0442; number 6, O, carries -0.0956

---

# 2
The following is a DFT calculation (ωB97M-V with the def2-TZVPD basis set) of a molecular structure, C28H44BrMgN3P2 in a non-equilibrium geometry.

XYZ file:
```
79
Properties=species:S:1:pos:R:3:forces:R:3
C -1.18055 6.56754 -2.60370 -0.010 0.174 -0.092
C -1.57718 5.22272 -2.69333 -0.445 1.040 -0.548
C -1.62723 4.68304 -4.01063 -0.206 -0.099 0.304
C -1.37232 5.52320 -5.10316 0.040 -0.116 0.215
N -1.05525 6.81765 -5.01132 -0.195 -0.517 0.657
C -0.94137 7.29991 -3.77731 0.115 0.185 0.182
C -1.76577 4.40830 -1.48999 3.144 -3.491 0.145
C -1.34852 3.37916 -0.87583 -0.634 2.914 -3.188
C -0.44289 2.28630 -0.47090 0.873 0.489 0.537
C 0.80524 2.57109 0.15350 -0.160 0.327 -0.229
C 1.55180 1.53782 0.73026 -0.341 -0.047 -1.020
C 1.23207 0.18526 0.43007 0.232 2.129 -0.103
C 0.07463 -0.05704 -0.31514 -0.169 -0.940 0.130
C -0.81214 0.96182 -0.64833 -0.900 -0.424 0.039
Mg -2.12971 3.05351 0.93665 -0.069 -0.687 2.500
P 2.50885 -1.04766 0.74783 -0.100 -1.104 0.716
H -1.82283 3.62965 -4.21537 -0.168 0.320 0.254
H -1.00001 7.06362 -1.65333 -0.291 -0.147 -0.095
H -1.42799 5.14601 -6.12128 -0.024 -0.195 0.226
H -0.64465 8.34934 -3.72755 -0.071 -0.289 0.217
H -1.82519 0.74419 -1.02575 0.726 -0.180 -0.067
H 1.22439 3.57645 0.01045 -0.293 -0.320 0.753
H -0.19187 -1.09943 -0.52754 0.080 0.725 -0.160
H 2.44370 1.80256 1.29473 -0.175 -0.062 -0.293
C 1.99428 -2.26394 1.96008 -0.380 -0.244 -0.404
C 2.66533 -3.61222 1.84519 0.625 -0.359 -0.188
H 0.81800 -2.35226 1.85713 2.823 -0.202 0.090
H 2.14573 -1.80366 2.93769 0.010 0.129 0.022
H 2.68061 -4.09803 2.82700 -0.016 0.042 -0.267
H 2.12427 -4.26564 1.14801 0.195 0.138 0.142
H 3.70315 -3.51042 1.50505 -0.062 -0.425 0.106
C 2.82576 -1.77678 -0.86673 -0.138 -0.266 0.260
C 3.38716 -0.81873 -1.90304 0.109 0.133 -0.179
H 1.86955 -2.22023 -1.17654 0.154 0.005 0.034
H 3.51892 -2.60200 -0.68441 -0.074 -0.074 -0.088
H 3.36508 -1.30623 -2.87766 0.053 0.088 0.009
H 2.82102 0.11602 -1.98300 0.040 -0.157 0.039
H 4.42763 -0.57989 -1.67626 -0.052 0.081 -0.060
C 3.96260 -0.19308 1.40126 -0.366 0.714 -0.419
C 5.19436 -1.05368 1.66906 0.043 -0.121 -0.085
H 3.58856 0.26160 2.33414 0.261 -0.024 -0.219
H 4.18223 0.61698 0.68329 0.150 -0.183 0.363
H 5.99262 -0.39975 2.02750 -0.048 -0.129 -0.056
H 5.00250 -1.80101 2.44582 0.047 0.077 -0.232
H 5.55121 -1.54642 0.75286 -0.103 0.066 0.325
Br -0.76745 -1.65532 1.93969 -3.557 1.185 1.053
P -2.60960 -3.09624 -1.63366 -0.371 -2.071 -0.594
C -0.83973 -3.31575 -1.21150 0.019 -0.004 0.272
C -0.34142 -4.73709 -1.44399 0.293 -0.439 -0.201
H -0.73671 -3.05666 -0.16119 0.359 0.123 0.065
H -0.24806 -2.63683 -1.82660 -0.027 0.174 -0.148
H 0.76193 -4.74115 -1.51557 -0.371 -0.110 0.069
H -0.61779 -5.40683 -0.61627 -0.009 0.179 -0.301
H -0.74030 -5.15960 -2.38259 0.168 0.159 0.405
C -3.55000 -3.06569 -0.06386 -0.132 0.173 0.398
C -4.89999 -3.77903 -0.25734 0.111 0.052 0.205
H -3.70017 -2.02300 0.25564 0.048 -0.262 0.161
H -2.96827 -3.57002 0.72278 -0.079 0.195 -0.245
H -5.41881 -3.91383 0.69819 0.087 0.055 -0.136
H -5.55521 -3.20425 -0.91289 -0.021 -0.039 -0.064
H -4.75043 -4.76274 -0.71130 -0.042 0.132 0.070
C -2.78115 -1.46781 -2.38110 -0.098 0.610 -0.113
C -3.25368 -1.60853 -3.82431 -0.074 0.351 -0.277
H -1.82529 -0.94721 -2.33921 0.071 0.224 -0.091
H -3.51282 -0.90753 -1.79496 -0.051 0.171 0.033
H -3.55954 -0.64771 -4.24145 0.018 0.084 -0.031
H -2.46063 -1.99798 -4.46102 0.015 -0.120 0.014
H -4.10410 -2.28556 -3.90516 0.058 -0.011 0.086
C 0.81584 2.68809 5.47603 0.811 0.520 -0.111
N -0.29959 1.90889 4.92214 -0.608 0.332 -0.323
C -0.80664 0.82030 5.78841 -0.328 -0.805 0.071
C -0.89140 2.26451 3.81489 -0.411 0.350 -0.872
N -1.40574 2.62469 2.80992 0.503 -0.466 1.267
H 0.83000 2.56510 6.55822 -0.210 0.027 -0.138
H 0.73689 3.75680 5.25918 -0.200 -0.211 -0.078
H 1.78633 2.33974 5.10912 -0.223 -0.099 -0.101
H -1.89478 0.71676 5.71171 0.296 0.127 -0.077
H -0.34711 -0.14304 5.53022 -0.089 0.327 -0.117
H -0.54036 1.04886 6.82839 -0.183 0.112 -0.426
```
Positions in Å, forces in eV/Å.

Values from the calculation:
Frontier orbital gap in eV: 3.45
Largest force on an atom in eV Å⁻¹: 4.700
E_tot in eV: -128266.29947
Net charge: +2

Atomic partial charges in e from the Löwdin method, atoms 1 to 6: number 1, C, carries -0.0010; number 2, C, carries -0.2046; number 3, C, carries 0.0164; number 4, C, carries -0.1005; number 5, N, carries 0.1012; number 6, C, carries -0.1033

---

# 3
The following is a DFT calculation (ωB97M-V with the def2-TZVPD basis set) of a molecular structure, C28H44BrN3P2Re in a non-equilibrium geometry.

XYZ file:
```
79
Properties=species:S:1:pos:R:3:forces:R:3
N -5.31150 1.37511 -2.92438 4.337 0.009 3.880
C -5.36638 1.88058 -1.66904 -1.826 0.744 0.252
C -4.26661 1.84598 -0.76512 -0.055 -0.486 -0.641
C -3.00374 1.34404 -1.18499 -0.125 1.098 0.178
C -2.95209 0.92675 -2.49841 -1.070 0.303 -0.560
C -4.10012 0.93382 -3.30785 -0.950 -0.332 -1.922
C -1.75275 1.51455 -0.31001 -2.106 2.068 -2.032
Re -0.18589 0.35248 0.17857 1.392 0.801 3.939
P 2.15146 -0.42014 0.18099 5.687 -1.843 -0.098
C -0.40724 1.85273 -1.03587 -1.901 4.112 -0.290
C 0.37043 3.04706 -0.51276 -0.726 -0.332 -0.037
C 1.77357 3.05238 -0.65334 0.688 -1.158 0.815
C 2.55558 3.61934 0.36849 0.400 0.677 -0.513
C 2.09128 4.81035 1.00866 -1.495 -2.462 0.191
C 0.66282 4.86328 1.09719 -0.966 0.572 -0.932
C -0.18908 4.04882 0.30060 0.315 0.841 1.684
Br 3.22896 5.96247 1.85392 -0.120 -0.059 0.111
H -2.10875 2.24100 0.44555 0.820 -0.589 0.079
H -0.48879 1.91715 -2.11130 0.333 -0.943 -0.517
H -4.41411 2.19852 0.26950 -0.201 -0.001 -0.767
H -2.02166 0.66129 -2.96272 -0.137 -0.278 -0.276
H -6.32971 2.34576 -1.35517 0.736 -0.380 -0.177
H -4.06892 0.53613 -4.31740 0.237 0.123 -0.182
H 2.17829 2.49005 -1.50879 0.290 -0.329 0.890
H -1.28095 4.24506 0.30419 0.832 -0.339 0.356
H 3.46306 3.12511 0.75244 0.219 1.117 -1.268
H 0.20230 5.56461 1.80837 0.245 -0.033 -0.654
P -1.09466 -1.56661 -0.51679 -1.400 -4.103 -1.730
C 3.80223 0.47140 0.65770 1.057 1.435 0.805
C 4.96379 0.79134 -0.33805 -0.283 -0.063 -0.331
H 4.32817 -0.19097 1.36343 -0.981 0.162 -0.211
H 3.58057 1.38528 1.23047 -0.169 -0.574 -0.096
H 5.69856 1.50255 0.10383 -0.879 -0.189 -0.079
H 5.57809 -0.12770 -0.48601 -0.691 1.034 -0.285
H 4.55945 1.21558 -1.28179 0.803 -0.188 0.422
C 3.09422 -1.14610 -1.41086 -0.736 0.339 -0.754
C 4.26427 -2.13782 -1.34460 0.293 -0.482 0.346
H 3.49696 -0.23502 -1.88449 -0.565 -0.227 0.228
H 2.35323 -1.54530 -2.11137 0.231 0.184 0.228
H 4.44239 -2.54271 -2.35423 -0.462 0.118 0.202
H 5.24250 -1.70142 -1.10339 -0.641 -0.163 0.244
H 4.08329 -2.99870 -0.69282 0.040 0.112 -0.069
C 2.39528 -1.75984 1.57562 -0.997 -0.581 -0.091
C 3.57952 -1.80307 2.54904 0.448 0.109 0.082
H 2.40776 -2.70216 1.00406 -0.172 0.251 0.185
H 1.47032 -1.74061 2.16283 0.211 -0.079 -0.072
H 3.42683 -2.58491 3.30600 -0.349 -0.029 -0.389
H 4.50884 -2.08851 2.03633 -0.191 0.273 0.154
H 3.73042 -0.89756 3.14738 -0.034 -0.050 -0.329
C -0.51391 -2.82956 0.72219 -0.155 0.363 0.389
C -1.54266 -3.93112 0.95717 0.035 -0.204 -0.016
H -0.31108 -2.32116 1.68047 0.108 -0.273 -0.487
H 0.46626 -3.19342 0.37937 -0.426 0.015 -0.030
H -2.50384 -3.49846 1.27248 0.176 -0.300 -0.145
H -1.67116 -4.53236 0.04778 -0.145 0.030 0.368
H -1.18392 -4.57956 1.76654 -0.117 0.033 -0.276
C -0.26516 -2.17708 -2.12982 -0.059 0.474 0.642
C -0.58983 -1.29572 -3.33294 0.042 0.107 -0.297
H -0.58226 -3.22466 -2.27747 -0.061 0.367 0.217
H 0.81695 -2.18853 -1.92268 -0.640 -0.106 -0.023
H -1.64714 -1.38852 -3.64094 0.568 0.012 0.070
H -0.35939 -0.23318 -3.12542 0.027 -0.496 -0.154
H 0.03273 -1.58452 -4.19241 -0.235 -0.006 0.239
C -2.90970 -1.88106 -0.97821 0.113 0.233 -0.315
C -4.17082 -1.48052 -0.20659 0.001 0.175 0.391
H -2.94175 -2.97624 -1.10532 0.319 0.303 -0.055
H -2.97406 -1.44222 -1.98867 0.224 -0.345 0.431
H -5.01370 -1.58971 -0.90517 0.182 -0.189 0.247
H -4.35421 -2.14087 0.65072 -0.006 0.232 -0.222
H -4.21593 -0.43497 0.12703 0.279 -0.485 0.059
N -1.47478 -0.51957 2.89716 0.088 -0.265 0.501
C -1.90995 -0.11471 4.09693 0.250 0.443 -0.772
C -1.73125 1.25335 4.15031 0.329 0.392 -0.608
C -1.13751 1.62801 2.94310 -0.034 -0.855 0.298
N -0.92673 0.50539 2.19685 -0.087 0.163 -1.364
H -1.59180 -1.44306 2.50800 0.172 0.102 0.053
H -2.27987 -0.79758 4.82752 -0.339 -0.348 0.260
H -2.01864 1.88211 4.95733 -0.013 0.412 0.443
H -0.83640 2.59800 2.56111 0.019 -0.176 0.183
```
Positions in Å, forces in eV/Å.

Values from the calculation:
Frontier orbital gap (spin up / spin down) in eV: 4.24 / 3.69
Expectation value of S²: 3.96
Largest force on an atom in eV Å⁻¹: 5.979
Spin multiplicity: 4
E_tot in eV: -124920.32033
Net charge: +4

Atomic partial charges in e from the Löwdin method, atoms 1 to 6: number 1, N, carries 0.3346; number 2, C, carries 0.0217; number 3, C, carries 0.0287; number 4, C, carries -0.2069; number 5, C, carries -0.0283; number 6, C, carries 0.0142